C84H183N15O12 | ωB97M-V/def2-TZVPD

HOMO energy	-7.88	eV
SMILES	CC1(C)CCCC(C)(C)N1O.CC1(C)CCCC(C)(C)N1O.CC1(C)CCCC(C)(C)N1O.CC1(C)CCCC(C)(C)N1O.CC1(C)CCCC(C)(C)N1O.CC1(C)CCCC(C)(C)N1O.CC1(C)CCCC(C)(C)N1O.CC1(C)CCCC(C)(C)N1O.CC1(C)CCCC(C)(C)N1O.NC(N)=O.NC(N)=O.NC(N)=O
relative energy (zero: lowest compared OMol25 entry of this formula, charge and spin)	1203.18	kJ/mol
Kohn-Sham gap	8.2	eV

XYZ file:
```
294
Properties=species:S:1:pos:R:3:forces:R:3:lowdin_charge:R:1
C 7.65671 -3.18227 -9.42495 0.3 -0.2 0.6 -0.04
C 9.09971 -2.61941 -9.15023 0.6 -0.9 -2.0 -0.46
C 9.92672 -3.70434 -8.40804 0.1 0.4 0.9 -0.05
C 9.74598 -2.38558 -10.58439 0.7 1.6 0.2 -0.11
C 9.56869 -0.94093 -11.18994 1.0 -0.1 0.6 -0.17
C 9.87645 0.17857 -10.14193 -1.6 -1.7 0.5 -0.13
C 9.01861 -0.02573 -8.86029 -0.5 -1.1 -0.9 -0.47
C 9.47805 1.02933 -7.81132 -1.7 -0.6 0.1 -0.03
C 7.52197 0.07799 -9.24763 -0.7 1.1 0.0 -0.03
N 9.23445 -1.41729 -8.33154 1.7 1.0 -1.9 -0.15
O 8.64720 -1.61831 -7.09190 -0.5 0.4 0.7 -0.01
H 7.13543 -2.81533 -10.30909 0.2 0.6 0.2 0.07
H 7.70380 -4.25109 -9.63352 0.4 -0.2 0.2 0.08
H 7.04097 -3.06734 -8.53290 -0.2 0.1 -0.1 0.08
H 9.39744 -3.95783 -7.48950 -0.4 -0.7 -0.3 0.07
H 10.29329 -4.55935 -8.97609 -0.8 -0.1 -0.2 0.08
H 10.83500 -3.32187 -7.94238 0.2 0.7 -0.5 0.08
H 10.83293 -2.46683 -10.57915 0.3 0.0 0.9 0.10
H 9.57093 -3.15864 -11.33260 -1.0 -0.1 0.3 0.11
H 10.36360 -0.82238 -11.92626 0.0 -0.2 -0.3 0.10
H 8.66090 -0.74316 -11.75994 -0.3 -0.1 0.4 0.10
H 9.52350 1.11555 -10.57273 0.7 0.3 0.1 0.11
H 10.90944 0.15100 -9.79515 0.2 0.2 -0.5 0.12
H 10.48968 0.95348 -7.41260 0.2 -0.1 -0.6 0.09
H 8.82554 0.94597 -6.94219 -0.1 0.0 0.2 0.07
H 9.23302 2.01740 -8.20090 0.5 0.1 -0.1 0.09
H 6.93883 0.35705 -8.37002 -0.2 -0.3 0.0 0.08
H 7.04390 -0.75502 -9.76304 0.6 -0.7 0.7 0.06
H 7.24955 0.80200 -10.01555 0.7 0.9 0.2 0.08
H 9.31358 -1.17074 -6.56538 -0.2 -0.3 0.8 0.10
C 9.60290 -1.86088 4.62168 0.5 -0.9 1.6 -0.05
C 10.14865 -1.20642 3.37326 0.2 -0.7 -1.0 -0.53
C 9.86909 -2.08023 2.15279 0.4 -0.2 -0.6 -0.03
C 9.44010 0.10373 3.22188 -0.2 1.8 -1.6 -0.13
C 10.09377 1.05390 2.15046 -0.3 0.5 0.7 -0.16
C 11.58452 1.32598 2.46887 -2.5 -0.8 -0.1 -0.15
C 12.30414 -0.01078 2.58093 1.8 1.3 0.2 -0.50
C 12.62221 -0.48992 1.18751 1.0 -0.8 -0.9 -0.05
C 13.67803 0.40931 3.27215 -1.1 -1.6 -0.4 -0.02
N 11.61396 -0.99228 3.43202 -2.9 4.7 0.2 -0.17
O 12.30263 -2.06734 3.73655 2.0 -3.0 0.6 0.01
H 9.82979 -2.91651 4.77088 0.8 -0.1 -0.4 0.08
H 10.01112 -1.34418 5.49030 0.0 0.1 0.2 0.09
H 8.53273 -1.95014 4.80846 -0.3 0.9 -0.8 0.09
H 8.83155 -2.39795 2.04946 0.0 0.0 0.0 0.09
H 10.20097 -1.54485 1.26323 -0.5 0.1 -0.1 0.06
H 10.52529 -2.95055 2.14596 -0.2 -0.2 0.4 0.09
H 8.43875 -0.14628 2.87135 -0.2 0.1 0.1 0.12
H 9.30488 0.66889 4.14406 0.3 -0.2 0.3 0.12
H 9.85101 0.74250 1.13448 0.6 -0.6 -0.1 0.10
H 9.66685 2.05651 2.12588 -0.7 0.0 0.5 0.10
H 11.58444 1.89637 3.39771 0.2 -0.2 0.3 0.12
H 11.93060 2.00781 1.69204 0.7 -0.4 0.0 0.12
H 13.28008 0.19340 0.65049 0.1 0.4 0.2 0.09
H 11.80884 -0.67420 0.48566 -0.2 -0.1 0.4 0.07
H 13.22875 -1.39065 1.28179 -0.2 -0.4 -0.2 0.09
H 14.09528 1.29197 2.78748 -0.2 0.1 0.3 0.08
H 14.39517 -0.40741 3.18978 0.1 0.0 0.0 0.07
H 13.41707 0.51204 4.32544 0.4 0.5 0.0 0.08
H 12.41415 -1.98954 4.68688 0.4 -0.4 0.2 0.12
C -7.53059 6.62184 -8.02319 0.0 -0.8 -0.8 -0.06
C -7.57674 8.13388 -7.85344 -0.1 0.5 1.6 -0.45
C -8.28474 8.77494 -9.08267 1.6 0.3 -0.1 -0.02
C -8.46055 8.37788 -6.61034 -0.4 0.2 -0.3 -0.16
C -7.77146 8.06352 -5.29920 0.7 1.6 -0.3 -0.17
C -6.45628 8.84488 -5.14900 -0.6 -1.7 -0.8 -0.15
C -5.48588 8.62051 -6.33081 0.0 0.8 2.6 -0.52
C -4.53208 9.81525 -6.12706 1.0 -0.3 -1.5 -0.05
C -4.66883 7.30792 -6.13956 -0.7 0.7 -0.2 -0.01
N -6.22209 8.81331 -7.56689 -2.1 -0.2 0.3 -0.11
O -5.35976 8.67633 -8.62061 0.6 0.2 -1.5 -0.01
H -8.48297 6.25561 -8.40654 -0.3 0.3 -0.1 0.09
H -6.84000 6.30017 -8.80276 0.4 -0.1 0.0 0.08
H -7.39008 6.00228 -7.13748 0.4 0.4 0.2 0.07
H -8.18841 8.07275 -9.91075 -0.5 0.2 -0.2 0.08
H -9.29065 9.17182 -8.94581 -0.2 -0.8 0.3 0.08
H -7.73759 9.66927 -9.38088 0.3 0.0 0.0 0.08
H -8.88948 9.37406 -6.71869 0.3 0.3 0.6 0.12
H -9.33406 7.73114 -6.69279 -0.1 -0.2 -0.2 0.12
H -8.26484 8.50908 -4.43540 -1.0 -1.1 0.0 0.11
H -7.58558 6.98953 -5.28881 -0.2 0.0 0.7 0.10
H -6.03538 8.42134 -4.23710 0.5 0.5 0.1 0.12
H -6.68448 9.90289 -5.01993 0.1 0.0 0.0 0.12
H -4.16658 9.96805 -5.11160 -0.4 -0.2 0.1 0.09
H -4.97201 10.72116 -6.54406 -0.1 0.0 0.3 0.09
H -3.64276 9.62416 -6.72764 0.2 0.2 -0.1 0.07
H -5.32217 6.44252 -6.25063 0.3 -0.2 -0.3 0.07
H -4.25540 7.25317 -5.13250 -0.1 0.2 0.1 0.08
H -3.81831 7.35997 -6.81928 -0.1 -0.6 -0.2 0.08
H -5.31903 7.74076 -8.83189 0.3 -0.5 -0.1 0.08
C -0.61420 14.81161 5.53333 1.9 -1.1 0.8 -0.03
C -0.27560 13.27466 5.42701 -3.1 -2.1 -0.2 -0.45
C 0.33415 12.61666 6.69844 0.9 1.8 -0.2 -0.03
C -1.73905 12.63722 5.34958 -0.1 -1.3 0.3 -0.12
C -1.87270 11.17107 4.79968 0.4 1.6 0.6 -0.19
C -1.19248 11.05341 3.52105 1.4 -0.2 -2.1 -0.18
C 0.29597 11.62871 3.45839 -0.8 -2.0 0.1 -0.44
C 1.30955 10.48370 3.91449 -0.3 0.9 0.4 -0.03
C 0.57526 11.74666 1.96334 1.0 0.4 -0.6 -0.07
N 0.41022 12.93119 4.15930 -2.1 -0.3 0.1 -0.12
O 1.70770 13.39381 4.20679 1.2 0.2 -0.3 -0.01
H 0.33050 15.35406 5.57050 0.0 0.3 -0.5 0.07
H -1.28492 15.15145 4.74418 0.3 -0.1 0.1 0.08
H -1.00970 15.01776 6.52791 -0.5 -0.2 -0.1 0.08
H 1.33129 13.04912 6.78077 0.3 -0.3 0.3 0.07
H -0.20276 12.96222 7.58185 -0.2 -0.1 0.0 0.08
H 0.41465 11.53045 6.74068 -0.2 0.1 -0.5 0.07
H -2.15154 12.49460 6.34838 0.2 0.8 0.4 0.10
H -2.40229 13.34887 4.85790 -0.1 -0.4 -0.4 0.10
H -1.31237 10.42064 5.35734 -0.4 0.3 1.2 0.11
H -2.90650 10.83833 4.70670 -0.1 0.2 0.3 0.12
H -1.71865 11.40824 2.63486 -0.3 0.7 0.2 0.11
H -1.17839 9.97836 3.34176 0.7 -0.2 -0.4 0.12
H 1.38330 9.63813 3.23063 -0.6 0.1 -0.2 0.08
H 1.04808 10.08442 4.89444 0.1 0.1 0.1 0.06
H 2.32945 10.86807 3.92731 0.0 0.3 0.3 0.07
H 1.65331 11.81470 1.81748 0.2 0.1 -0.1 0.08
H 0.15434 12.57775 1.39746 -0.4 0.3 0.5 0.08
H 0.27040 10.84649 1.42963 -0.1 -0.1 0.2 0.08
H 1.74402 13.91084 3.39874 0.4 0.3 0.0 0.11
C -2.17967 0.20216 2.68937 0.4 -0.1 0.8 -0.04
C -0.62111 0.31314 2.51072 -2.1 0.4 -2.0 -0.48
C -0.13589 1.43371 3.43678 -0.5 0.1 -0.2 -0.03
C -0.04650 -1.04982 2.84846 -0.5 -1.2 -0.2 -0.13
C -0.16510 -2.11526 1.71859 0.9 0.7 0.2 -0.18
C 0.43294 -1.54362 0.45430 -0.1 0.3 -0.4 -0.15
C -0.38221 -0.31259 -0.06740 0.3 -0.1 0.5 -0.48
C 0.34484 0.23514 -1.28532 2.0 0.2 -0.6 -0.06
C -1.78079 -0.71312 -0.54514 0.1 0.5 0.0 -0.02
N -0.40042 0.67393 1.06453 2.2 -1.3 0.4 -0.13
O -0.88170 1.92314 0.75280 0.1 0.4 -0.4 -0.01
H -2.34546 0.04806 3.75561 -0.3 0.1 0.1 0.08
H -2.72572 1.09873 2.39595 0.1 0.1 0.0 0.07
H -2.64886 -0.64386 2.18715 0.3 -0.1 -0.2 0.08
H 0.86544 1.82736 3.26222 0.3 -0.7 0.1 0.09
H -0.74297 2.33309 3.33348 -0.4 -0.2 -0.1 0.08
H -0.30829 1.04612 4.44084 0.5 0.2 0.2 0.09
H 0.96658 -0.96547 3.24172 0.2 -0.1 -0.3 0.12
H -0.64649 -1.51342 3.63152 0.0 0.5 0.6 0.11
H 0.37477 -3.01310 2.01948 0.2 0.0 0.1 0.11
H -1.17239 -2.48432 1.52556 -0.3 0.4 0.3 0.10
H 0.55588 -2.33605 -0.28398 -0.5 0.1 -0.5 0.12
H 1.46627 -1.23763 0.61771 0.0 0.3 0.3 0.12
H 1.37472 0.52959 -1.08346 0.1 0.3 0.7 0.08
H -0.02211 1.05399 -1.90414 -0.8 0.0 0.5 0.08
H 0.57849 -0.55731 -1.99632 -0.7 -0.5 0.0 0.08
H -1.79545 -0.66485 -1.63397 -0.2 -0.5 0.0 0.08
H -2.45282 0.08484 -0.22935 -0.4 -0.3 0.1 0.07
H -2.06803 -1.69380 -0.16584 -0.4 0.2 -0.1 0.08
H -1.84121 1.89225 0.75248 -0.6 -0.1 0.0 0.07
C 0.12724 -2.02876 16.62243 -0.5 0.4 0.8 -0.04
C 0.02925 -1.04907 15.48258 0.1 0.8 -0.7 -0.52
C -0.45671 0.26178 16.09287 -1.1 0.9 0.4 -0.06
C 1.46765 -0.77507 14.94646 -0.4 -1.3 0.4 -0.14
C 2.06335 -1.92395 14.07831 -1.7 2.0 -1.0 -0.14
C 1.01237 -2.25710 12.93293 2.0 -0.8 0.9 -0.13
C -0.42014 -2.49971 13.41208 -0.9 0.5 0.8 -0.45
C -1.28286 -2.37376 12.14015 -0.7 -0.8 -0.2 -0.06
C -0.61936 -3.90360 14.13604 0.7 0.7 -0.7 -0.01
N -0.85680 -1.37566 14.34482 3.5 -0.2 -2.1 -0.14
O -2.18400 -1.51139 14.60032 -1.5 -0.2 1.1 -0.02
H -0.81298 -1.96201 17.16982 -0.2 -0.7 0.0 0.09
H 0.41667 -3.05280 16.38644 0.0 0.3 0.1 0.07
H 0.82629 -1.50921 17.27779 0.3 -0.7 0.3 0.08
H 0.09222 0.57535 16.98082 0.3 -0.3 0.0 0.09
H -0.50805 1.14199 15.45202 0.6 -0.2 -0.6 0.08
H -1.49887 0.22870 16.41055 -0.1 -0.6 0.2 0.08
H 1.45921 0.20127 14.46192 0.1 -0.2 -0.5 0.12
H 2.12039 -0.68961 15.81522 -0.1 0.3 0.2 0.11
H 2.95194 -1.42234 13.69503 0.2 -0.6 -0.5 0.10
H 2.37874 -2.81647 14.61871 -0.3 0.1 0.2 0.10
H 1.43419 -3.15450 12.48035 -0.5 -0.6 0.0 0.11
H 1.05663 -1.60627 12.05968 -0.2 0.8 0.5 0.11
H -1.00355 -3.12395 11.40036 0.4 -0.1 0.0 0.08
H -1.25032 -1.42109 11.61151 0.4 0.3 0.4 0.08
H -2.34010 -2.59937 12.27956 -0.1 0.1 0.5 0.08
H 0.33833 -4.22834 14.54282 0.1 -0.1 -0.1 0.06
H -0.93335 -4.65887 13.41556 -0.1 0.0 0.0 0.08
H -1.30290 -3.88601 14.98490 -0.3 0.3 -0.3 0.07
H -2.57415 -0.86563 14.00671 -0.3 0.1 0.1 0.11
C 2.55861 -14.82595 -7.58119 0.0 -0.2 0.8 -0.03
C 2.13872 -13.60718 -6.66698 0.2 -0.9 -2.3 -0.49
C 1.05502 -12.90916 -7.46441 -1.2 0.4 1.4 -0.05
C 1.57408 -14.18101 -5.33606 -0.2 1.5 0.6 -0.12
C 1.27474 -13.00536 -4.32482 2.9 -0.9 -0.7 -0.14
C 2.70113 -12.36835 -4.10693 0.1 -0.5 -1.0 -0.12
C 3.41285 -11.76743 -5.40288 -0.2 0.8 1.7 -0.51
C 2.76259 -10.46580 -5.66191 -1.0 2.0 0.0 -0.07
C 4.93143 -11.47244 -5.02767 -1.0 -1.2 -0.8 -0.02
N 3.25919 -12.66788 -6.52363 1.2 -1.3 1.5 -0.12
O 3.89149 -12.20464 -7.68772 0.2 -0.8 0.3 0.01
H 1.66712 -15.30643 -7.98425 -0.2 0.3 -0.2 0.08
H 3.24213 -14.57482 -8.39226 -0.2 0.3 0.1 0.08
H 3.02005 -15.64801 -7.03403 0.4 0.2 0.4 0.07
H 0.17575 -13.54552 -7.36421 -0.2 -0.1 -1.0 0.09
H 0.75297 -12.03522 -6.88728 0.0 0.4 -0.3 0.06
H 1.32669 -12.59128 -8.47100 -0.1 -0.4 0.0 0.09
H 0.64523 -14.74287 -5.43425 0.0 -0.1 -0.8 0.11
H 2.30380 -14.89741 -4.95874 0.1 0.3 0.4 0.11
H 0.55701 -12.30208 -4.74713 0.0 0.0 0.1 0.09
H 0.95185 -13.36468 -3.34771 -0.3 -0.1 -0.2 0.10
H 3.45227 -13.11822 -3.85878 -0.5 -0.7 0.5 0.11
H 2.67061 -11.72357 -3.22861 0.3 0.7 -0.5 0.11
H 3.05133 -9.77757 -4.86751 -0.3 0.1 0.2 0.09
H 1.67782 -10.56970 -5.68622 -0.1 0.2 0.2 0.07
H 3.01028 -9.89614 -6.55759 0.4 -0.4 -0.4 0.08
H 5.28090 -10.57245 -5.53364 0.2 -0.3 -0.2 0.08
H 5.40924 -12.38669 -5.37974 0.7 0.3 -0.1 0.08
H 5.15346 -11.37939 -3.96459 -0.5 0.1 0.1 0.07
H 3.34653 -11.57296 -8.16268 -0.6 0.4 0.1 0.09
C -9.39641 4.10267 12.29848 0.6 -0.1 -0.1 -0.05
C -10.39247 3.16977 11.55787 -1.0 1.2 -1.4 -0.42
C -10.45376 1.82935 12.28276 0.2 0.4 0.1 -0.06
C -11.85967 3.79483 11.69201 1.0 0.6 0.0 -0.14
C -12.20239 5.01079 10.82721 1.4 -1.4 -0.2 -0.18
C -11.75362 4.73145 9.37710 -0.7 1.1 0.3 -0.13
C -10.36698 4.10136 9.08845 -0.2 0.8 0.3 -0.49
C -10.33282 3.72581 7.60580 0.0 -1.7 -0.2 -0.06
C -9.29147 5.15930 9.19641 1.6 0.5 0.9 -0.06
N -10.13429 2.95273 10.03193 -3.1 1.1 1.4 -0.11
O -9.13317 2.06506 9.73892 1.4 0.0 -0.2 -0.01
H -9.55913 5.17133 12.15850 -0.6 -0.1 0.3 0.06
H -9.37434 3.82372 13.35195 -0.5 0.4 0.2 0.08
H -8.33387 4.03726 12.06426 0.0 -0.7 -0.7 0.08
H -11.08981 1.13705 11.73115 0.6 -0.4 -0.2 0.09
H -9.43369 1.55390 12.55048 0.0 -0.9 -0.6 0.08
H -10.94028 1.89050 13.25624 -0.2 0.6 0.0 0.08
H -12.62652 3.03791 11.52738 0.2 -0.3 0.2 0.11
H -11.93557 4.23680 12.68549 0.0 -0.8 0.6 0.11
H -13.26865 5.18747 10.96849 0.0 0.1 -0.5 0.11
H -11.68587 5.88130 11.23159 0.1 0.1 -0.1 0.10
H -11.73466 5.73738 8.95778 0.1 -0.1 -0.7 0.11
H -12.54757 4.19889 8.85353 0.1 -0.3 0.0 0.11
H -10.92673 2.82980 7.42542 0.5 -0.7 0.3 0.08
H -9.28019 3.60679 7.34907 -0.1 -0.5 -0.3 0.08
H -10.77596 4.31068 6.79978 0.0 1.3 0.8 0.09
H -8.28925 4.73280 9.15458 0.0 -0.6 0.0 0.09
H -9.26411 5.65874 10.16487 -0.4 0.4 -0.2 0.06
H -9.22922 5.87014 8.37244 -0.7 0.2 0.1 0.09
H -9.58695 1.24738 9.52191 0.0 -0.1 -0.1 0.10
C -2.35578 -7.13649 -11.94365 0.9 0.3 -0.7 -0.04
C -3.59024 -6.27475 -11.90880 -0.1 1.1 0.6 -0.51
C -4.59008 -6.66680 -12.96211 -1.0 -0.2 -2.1 -0.06
C -4.27945 -6.57479 -10.56774 0.7 -0.1 0.1 -0.15
C -3.70929 -5.76052 -9.37765 -1.0 0.0 -1.0 -0.14
C -3.65861 -4.24713 -9.74293 0.2 -0.2 -0.1 -0.14
C -2.78152 -3.83683 -10.98715 -1.1 -3.7 2.0 -0.47
C -3.09822 -2.33724 -11.17109 0.0 -1.5 -1.3 -0.02
C -1.34203 -4.12613 -10.58810 1.5 1.8 -0.7 -0.04
N -3.28506 -4.81296 -12.02931 -1.1 1.3 2.2 -0.13
O -2.90542 -4.37745 -13.26284 0.3 -0.2 -1.9 -0.01
H -2.65922 -8.18109 -12.01319 0.4 -0.1 0.3 0.09
H -1.70696 -6.89472 -12.78550 -0.3 -0.1 -0.4 0.09
H -1.71130 -6.88185 -11.10228 -0.3 -0.6 0.4 0.07
H -5.13012 -7.60539 -12.83759 0.2 -0.2 1.0 0.09
H -5.37969 -5.93642 -13.13864 0.0 0.3 0.6 0.09
H -4.26072 -6.84269 -13.98616 1.0 0.3 0.0 0.08
H -5.36787 -6.59264 -10.62354 -0.1 0.9 -0.1 0.11
H -4.09474 -7.64253 -10.44983 0.2 -0.1 0.5 0.11
H -4.46372 -5.95581 -8.61555 0.3 0.4 0.6 0.10
H -2.76833 -6.21191 -9.06311 0.1 0.4 0.1 0.10
H -3.33764 -3.58672 -8.93737 0.1 -0.3 0.4 0.11
H -4.66825 -3.91398 -9.98322 -0.2 -0.2 0.0 0.11
H -2.74871 -2.01536 -12.15207 0.2 0.3 0.2 0.08
H -2.66520 -1.75190 -10.35993 -0.1 -0.1 -0.1 0.09
H -4.18755 -2.30119 -11.18286 0.0 0.5 0.1 0.08
H -0.96066 -5.11451 -10.33171 -0.8 0.0 0.3 0.07
H -1.07703 -3.38017 -9.83883 0.0 -0.4 0.8 0.08
H -0.62348 -3.78967 -11.33549 -0.2 -0.1 -0.8 0.08
H -3.75885 -4.10451 -13.60744 0.2 0.3 -0.7 0.10
N 4.26786 6.35502 -5.46962 -1.6 -2.3 2.3 0.16
C 4.83264 7.01296 -6.44654 -2.4 -1.8 -6.2 -0.76
N 5.60581 7.95251 -6.08185 4.4 5.0 2.1 0.16
O 4.59074 6.80894 -7.67904 0.2 0.0 2.5 -0.03
H 3.61202 5.62281 -5.70161 0.2 0.2 0.1 0.12
H 4.33242 6.65682 -4.50793 -0.1 -0.1 -0.3 0.11
H 5.94367 8.68767 -6.68643 -0.3 -0.7 -0.4 0.13
H 6.04353 8.01122 -5.17352 -0.4 -0.3 0.0 0.11
N -3.30044 -8.49358 5.50118 3.9 0.0 -1.9 0.14
C -3.91258 -8.65547 6.65311 -2.2 -0.1 -1.5 -0.79
N -5.18552 -8.39402 6.35879 -4.3 0.7 1.1 0.13
O -3.51840 -9.06252 7.69022 1.6 -0.5 2.6 0.08
H -3.82326 -8.13459 4.71512 1.0 0.0 0.1 0.11
H -2.29633 -8.59422 5.54266 -0.2 0.1 -0.7 0.12
H -5.50303 -8.25802 5.40969 -0.1 0.0 0.6 0.10
H -5.87692 -8.33474 7.09267 0.2 -0.2 -0.2 0.11
N -5.86098 -9.15306 -1.19585 0.9 -0.2 -0.3 0.15
C -6.65649 -8.44267 -0.39523 1.5 2.8 2.3 -0.76
N -7.92052 -8.72315 -0.55993 -3.2 -1.5 -1.0 0.16
O -6.25707 -7.59056 0.40681 0.2 -0.5 -0.6 0.00
H -4.88739 -8.92243 -1.05786 -0.1 -0.8 -0.5 0.12
H -6.31177 -9.90236 -1.70126 1.3 0.0 -0.2 0.10
H -8.04518 -9.41492 -1.28520 -1.1 0.4 0.2 0.10
H -8.69496 -8.14625 -0.26410 0.5 -0.1 0.1 0.13
```
Forces are in eV/Å.